(1)
C19H26N2O2 as an isolated structure in a non-equilibrium geometry, computed with ωB97M-V with the def2-TZVPD basis set.

Last column: natural (NBO) charge in e.
Element x y z (Å)
C: 0.87 -4.93 -2.07  -0.59
C: 0.70 -3.72 -1.11  0.06
C: -0.15 -3.81 0.10  -0.26
C: -0.11 -2.82 0.85  0.13
N: -0.88 -2.70 1.85  -0.51
C: -0.41 -1.54 2.53  0.34
C: 0.60 -0.87 1.69  -0.24
C: 0.56 -1.75 0.66  -0.11
C: 1.40 -1.72 -0.47  -0.11
C: 1.49 -2.68 -1.37  -0.26
H: 2.11 -2.76 -2.02  0.18
H: 1.99 -0.91 -0.62  0.20
C: 0.77 0.55 1.86  0.52
O: 0.65 1.09 3.23  -0.67
C: 1.46 1.25 0.91  -0.29
N: 1.01 1.22 -0.31  -0.52
C: 1.65 2.03 -1.49  -0.16
H: 1.63 3.05 -1.25  0.19
C: 0.87 1.67 -2.61  -0.47
C: -0.40 1.92 -2.66  -0.39
C: -1.27 1.18 -1.59  -0.34
H: -2.11 1.40 -1.41  0.16
H: -1.08 0.15 -1.56  0.20
C: -0.38 1.57 -0.13  0.01
H: -1.25 0.88 0.65  0.24
C: -0.87 3.14 0.24  -0.50
H: -0.10 3.36 0.83  0.21
H: -0.77 3.77 -0.46  0.21
C: -2.12 3.17 0.75  -0.07
O: -2.44 4.58 1.20  -0.74
H: -1.94 4.73 2.00  0.46
H: -2.52 2.45 1.52  0.19
H: -2.99 3.07 0.03  0.18
H: -0.63 3.00 -2.81  0.21
H: -0.93 1.57 -3.74  0.20
H: 1.49 2.15 -3.29  0.23
H: 0.94 0.51 -2.89  0.21
H: 2.87 1.71 -1.23  0.22
H: 1.78 2.28 1.38  0.19
H: 2.63 0.69 0.96  0.21
C: -0.97 -0.97 3.85  -0.62
H: -1.87 -1.63 4.11  0.19
H: -0.44 -1.50 4.68  0.24
H: -1.11 -0.03 3.79  0.24
H: -1.46 -3.52 2.49  0.43
H: -0.69 -4.67 0.16  0.21
H: 0.21 -5.72 -1.88  0.20
H: 0.52 -4.51 -3.21  0.19
H: 1.69 -5.37 -2.13  0.19

Computed properties:
E_LUMO = 0.000 Eh
ΔE to the lowest compared entry with this formula, charge and spin = 447.8 kcal/mol
HOMO-LUMO gap = 7.5 eV
HOMO energy = -7.52 eV

***

(2)
C29H80AlN7O8 as an isolated structure in a non-equilibrium geometry, computed with ωB97M-V with the def2-TZVPD basis set.

Last column: Mulliken charge in e.
Element x y z (Å)
Al: -3.01 0.54 3.59  0.92
C: 0.08 0.85 0.65  -0.76
O: -0.62 0.59 1.81  0.01
H: 0.05 -0.14 0.13  0.18
H: -0.43 1.53 -0.04  0.64
H: 1.12 1.19 0.70  0.13
C: -3.82 1.92 -1.33  -1.38
C: -4.26 1.45 0.07  0.44
C: -5.78 1.35 0.26  -0.73
O: -6.27 2.66 0.29  -0.30
C: -7.64 2.85 -0.04  -0.79
N: -3.53 0.21 0.51  -0.08
H: -3.81 3.01 -1.37  0.46
H: -4.37 1.45 -2.15  0.36
H: -2.82 1.59 -1.65  0.16
H: -3.80 2.19 0.73  0.27
H: -5.94 0.85 1.22  0.33
H: -6.18 0.76 -0.56  0.42
H: -7.89 2.69 -1.09  0.32
H: -7.99 3.88 0.09  0.27
H: -8.24 2.24 0.64  0.32
H: -2.56 0.25 0.23  -0.25
H: -3.98 -0.50 -0.07  0.24
C: -0.81 5.35 -4.02  -1.27
C: -1.18 4.01 -4.62  -0.02
C: 0.03 3.03 -4.64  -0.74
O: 0.30 2.69 -3.30  -0.09
C: 1.22 1.65 -3.09  0.96
N: -2.24 3.55 -3.73  -0.55
H: 0.11 5.67 -4.51  0.38
H: -0.56 5.23 -2.96  0.22
H: -1.63 6.07 -4.06  0.39
H: -1.66 4.10 -5.60  0.54
H: 0.92 3.48 -5.10  0.41
H: -0.33 2.20 -5.26  0.33
H: 2.20 1.87 -3.54  0.39
H: 0.81 0.84 -3.71  -0.49
H: 1.22 1.39 -2.04  -0.67
H: -1.79 3.49 -2.82  0.23
H: -2.51 2.59 -3.96  0.22
C: -2.47 -3.25 0.53  -0.86
C: -2.11 -3.48 1.99  0.13
C: -0.93 -4.49 2.18  -0.17
O: -0.76 -4.67 3.57  -0.41
C: 0.47 -5.27 3.94  -0.68
N: -1.70 -2.25 2.66  0.28
H: -1.69 -2.69 0.00  -0.10
H: -3.45 -2.79 0.48  0.26
H: -2.49 -4.24 0.07  0.55
H: -2.95 -3.93 2.52  0.34
H: 0.00 -4.11 1.77  -0.09
H: -1.28 -5.39 1.67  0.56
H: 1.33 -4.60 3.82  0.21
H: 0.51 -6.23 3.44  0.38
H: 0.44 -5.45 5.02  0.26
H: -1.16 -2.57 3.46  -0.12
H: -1.09 -1.86 1.95  -0.51
C: 1.15 3.56 4.76  -1.48
C: 0.22 2.40 4.60  1.09
C: 0.73 1.04 5.13  -0.96
O: -0.26 0.01 5.03  -0.07
C: 0.25 -1.30 5.30  -0.92
N: -1.12 2.61 5.15  -0.48
H: 1.35 3.70 5.83  0.35
H: 0.71 4.42 4.26  0.44
H: 2.16 3.33 4.39  0.29
H: 0.01 2.25 3.53  -0.51
H: 0.78 1.09 6.23  0.47
H: 1.65 0.63 4.69  0.49
H: 0.55 -1.26 6.35  0.47
H: 1.09 -1.55 4.65  0.23
H: -0.50 -2.08 5.22  0.27
H: -1.10 2.66 6.17  0.28
H: -1.42 3.57 4.97  0.28
C: 4.29 -4.37 -0.64  -1.35
C: 2.72 -4.40 -0.64  -0.35
C: 2.15 -3.14 0.01  -0.04
O: 2.49 -3.04 1.38  -0.44
C: 2.08 -1.84 1.99  0.52
N: 2.31 -4.53 -2.03  -0.48
H: 4.84 -5.27 -0.91  0.39
H: 4.62 -4.00 0.33  0.31
H: 4.60 -3.66 -1.41  0.38
H: 2.41 -5.21 0.02  0.39
H: 1.06 -3.20 -0.09  -0.10
H: 2.52 -2.30 -0.60  0.53
H: 2.59 -1.56 2.91  0.48
H: 1.03 -1.87 2.31  -0.58
H: 2.10 -0.99 1.29  -0.08
H: 2.83 -3.86 -2.58  0.30
H: 2.61 -5.45 -2.35  0.30
C: -0.78 -2.15 -2.57  -1.01
C: -0.19 -2.71 -3.87  0.96
C: -0.96 -3.88 -4.52  -0.79
O: -0.50 -4.34 -5.75  -0.37
C: 0.70 -5.08 -5.79  -0.57
N: -0.13 -1.60 -4.82  -0.61
H: -1.73 -1.62 -2.64  0.48
H: -0.10 -1.48 -2.04  0.07
H: -0.90 -2.99 -1.89  0.07
H: 0.83 -3.11 -3.74  -0.28
H: -2.00 -3.60 -4.65  0.36
H: -0.94 -4.71 -3.79  0.38
H: 1.14 -5.12 -6.78  0.30
H: 0.57 -6.13 -5.51  0.33
H: 1.47 -4.68 -5.11  0.16
H: 0.30 -2.18 -5.55  0.39
H: 0.51 -0.86 -4.59  0.07
C: 4.19 2.47 1.39  -1.35
C: 3.66 3.36 0.25  0.69
C: 4.51 4.65 0.19  -0.76
O: 4.64 5.38 1.37  -0.37
C: 3.48 5.85 2.01  -0.49
N: 3.77 2.67 -1.00  -0.45
H: 3.98 2.91 2.36  0.23
H: 5.27 2.35 1.36  0.43
H: 3.75 1.47 1.44  0.30
H: 2.62 3.56 0.52  0.25
H: 4.02 5.29 -0.55  0.42
H: 5.51 4.32 -0.12  0.38
H: 2.62 5.97 1.36  0.32
H: 3.81 6.80 2.41  0.34
H: 3.12 5.18 2.81  0.03
H: 4.37 1.86 -0.94  0.29
H: 2.82 2.43 -1.25  0.03

Computed properties:
Total charge = +2
E_LUMO = -0.410 Eh
ΔE to the lowest compared entry with this formula, charge and spin = 0.0 kcal/mol
HOMO-LUMO gap = 2.0 eV
HOMO energy = -13.13 eV

***

(3)
One molecule with the formula C2H3BrSi in a non-equilibrium geometry, computed with ωB97M-V with the def2-TZVPD basis set.

Last column: natural (NBO) charge in e.
Element x y z (Å)
Br: 2.81 0.09 0.31  0.18
C: 1.00 -0.07 0.02  -0.58
C: -0.24 1.09 -0.02  -0.59
Si: -0.76 -0.67 -0.10  1.15
H: -0.16 2.14 0.14  0.22
H: -1.50 -1.27 1.01  -0.19
H: -1.15 -1.32 -1.35  -0.19

Computed properties:
E_LUMO = 0.001 Eh
ΔE to the lowest compared entry with this formula, charge and spin = 68.5 kcal/mol
HOMO-LUMO gap = 8.9 eV
Structure (SMILES) = BrC1=C[SiH2]1
HOMO energy = -8.88 eV

***

(4)
An isolated ion of composition C4H12O8P and charge +1 in a non-equilibrium geometry, computed with ωB97M-V with the def2-TZVPD basis set.

Last column: natural (NBO) charge in e.
Element x y z (Å)
C: 1.48 0.49 -0.83  0.13
C: -0.91 1.26 1.16  0.17
C: 0.55 -1.72 1.12  0.18
C: -1.42 -0.53 -1.26  0.22
O: 1.16 1.84 -1.02  -0.78
O: 2.67 0.23 -0.17  -0.71
O: -1.92 0.51 1.87  -0.73
O: -1.46 2.11 0.20  -0.55
O: 1.58 -2.45 0.62  -0.67
O: 0.68 -1.21 2.39  -0.71
O: -1.39 -1.76 -1.77  -0.66
O: -0.99 0.51 -2.22  -0.77
P: 0.00 -0.20 0.06  0.96
H: 1.50 -0.11 -1.74  0.20
H: -0.22 1.72 1.79  0.21
H: -0.32 -2.42 0.89  0.19
H: -2.38 -0.22 -0.75  0.21
H: 0.96 2.15 -1.96  0.52
H: 2.96 0.95 0.43  0.51
H: -2.30 0.87 2.73  0.53
H: -0.70 2.57 -0.19  0.52
H: 2.48 -1.90 0.65  0.51
H: 0.63 -1.99 2.97  0.50
H: -0.91 -1.89 -2.59  0.52
H: -1.70 1.20 -2.40  0.51

Computed properties:
Expectation value of S² = 2.006
Total charge = +1
E_LUMO (alpha / beta) = -0.108 / -0.292 Eh
Multiplicity = 3
HOMO-LUMO gap (alpha / beta) = 5.6 / 5.7 eV
HOMO energy (alpha / beta) = -8.54 / -13.66 eV

***

(5)
C49H42AuNP2SSi as an isolated structure in a non-equilibrium geometry, computed with ωB97M-V with the def2-TZVPD basis set.

Last column: Mulliken charge in e.
Element x y z (Å)
Au: 0.12 0.71 0.85  1.68
C: -0.22 3.74 2.69  -1.25
Si: 0.12 3.11 1.00  0.43
C: 1.83 3.62 0.44  0.30
C: 2.27 4.94 0.63  -0.54
C: 3.52 5.34 0.19  -0.86
C: 4.37 4.44 -0.44  -0.83
C: 3.97 3.12 -0.62  -0.55
C: 2.71 2.72 -0.17  0.31
P: 2.21 1.00 -0.31  0.56
C: 1.90 0.59 -2.02  0.77
C: 1.66 1.59 -2.95  -0.93
C: 1.28 1.25 -4.24  -0.82
C: 1.12 -0.08 -4.59  -0.77
C: 1.33 -1.09 -3.65  -0.94
C: 1.71 -0.76 -2.36  -0.45
C: 3.51 -0.04 0.37  0.85
C: 4.44 -0.68 -0.45  -0.20
C: 5.43 -1.47 0.12  -0.79
C: 5.50 -1.61 1.50  -0.47
C: 4.58 -0.96 2.32  -0.79
C: 3.58 -0.18 1.75  -0.63
C: -1.19 3.69 -0.20  0.95
C: -1.26 5.04 -0.54  -0.57
C: -2.20 5.48 -1.46  -0.93
C: -3.07 4.58 -2.06  -0.79
C: -3.03 3.24 -1.71  -0.73
C: -2.11 2.80 -0.77  0.10
P: -2.11 1.11 -0.16  1.30
C: -3.19 1.10 1.31  0.43
C: -3.14 -0.01 2.17  -0.28
C: -3.91 -0.03 3.32  -0.71
C: -4.73 1.05 3.62  -0.66
C: -4.80 2.14 2.77  -0.79
C: -4.02 2.17 1.62  -0.44
C: -2.90 0.10 -1.41  0.28
C: -4.13 -0.51 -1.20  -0.83
C: -4.71 -1.26 -2.22  -0.70
C: -4.06 -1.41 -3.43  -0.82
C: -2.81 -0.82 -3.64  -0.62
C: -2.23 -0.07 -2.63  0.34
H: -0.27 4.84 2.61  0.36
H: 0.56 3.48 3.41  0.39
H: -1.19 3.39 3.07  0.39
H: 1.63 5.66 1.13  0.35
H: 3.84 6.36 0.35  0.45
H: 5.35 4.76 -0.79  0.45
H: 4.64 2.41 -1.08  0.50
H: 1.79 2.63 -2.68  0.43
H: 1.12 2.03 -4.98  0.48
H: 0.82 -0.35 -5.60  0.47
H: 1.20 -2.13 -3.92  0.50
H: 1.87 -1.54 -1.63  0.45
H: 4.39 -0.57 -1.53  0.51
H: 6.16 -1.96 -0.51  0.47
H: 6.27 -2.22 1.94  0.48
H: 4.64 -1.07 3.39  0.47
H: 2.85 0.31 2.39  0.34
H: -0.57 5.75 -0.11  0.37
H: -2.24 6.53 -1.73  0.45
H: -3.79 4.93 -2.79  0.46
H: -3.73 2.54 -2.16  0.49
H: -2.49 -0.85 1.92  0.39
H: -3.86 -0.88 3.98  0.46
H: -5.33 1.03 4.53  0.41
H: -5.45 2.97 3.00  0.47
H: -4.07 3.03 0.96  0.49
H: -4.65 -0.39 -0.25  0.48
H: -5.68 -1.72 -2.06  0.43
H: -4.51 -2.00 -4.22  0.39
H: -2.31 -0.94 -4.59  0.47
H: -1.26 0.39 -2.79  0.14
N: 0.26 -1.37 1.45  -0.58
S: 1.17 -2.60 0.93  1.15
C: 1.14 -3.79 2.24  -0.01
C: 2.34 -4.06 2.88  -0.15
C: 2.33 -4.89 4.00  -0.68
C: 1.13 -5.41 4.45  -0.50
C: -0.07 -5.15 3.78  -0.72
C: -0.07 -4.34 2.66  -0.56
C: 0.20 -3.46 -0.31  -0.07
C: 0.59 -4.75 -0.69  -0.73
C: -0.13 -5.40 -1.68  -0.73
C: -1.21 -4.77 -2.28  -0.87
C: -1.58 -3.49 -1.90  -0.16
C: -0.86 -2.82 -0.92  0.14
H: -0.19 -1.58 2.33  0.16
H: 3.27 -3.64 2.51  0.43
H: 3.25 -5.11 4.51  0.43
H: 1.12 -6.03 5.34  0.42
H: -0.99 -5.59 4.13  0.44
H: -0.99 -4.14 2.12  0.43
H: 1.43 -5.23 -0.21  0.51
H: 0.15 -6.40 -1.97  0.44
H: -1.77 -5.29 -3.05  0.45
H: -2.42 -3.00 -2.37  0.33
H: -1.14 -1.82 -0.61  0.44

Computed properties:
Total charge = +2
E_LUMO = -0.237 Eh
HOMO-LUMO gap = 6.6 eV
HOMO energy = -13.03 eV

***

(6)
C17H13FeNO6 as an isolated structure in a non-equilibrium geometry, computed with ωB97M-V with the def2-TZVPD basis set.

Last column: natural (NBO) charge in e.
Element x y z (Å)
O: 2.40 2.38 0.95  -0.62
C: 1.84 1.36 1.00  0.60
Fe: 0.85 -0.09 1.10  -0.32
C: 1.27 -0.24 2.78  0.56
O: 1.46 -0.10 3.92  -0.62
C: -0.61 0.86 1.46  0.51
O: -1.37 1.66 1.84  -0.63
C: 0.49 -0.50 -1.43  -0.25
C: 1.95 -0.78 -1.37  -0.48
C: 2.27 -1.14 0.07  -0.39
C: 1.44 -2.11 0.70  -0.17
C: 0.07 -2.04 0.43  -0.39
C: -0.36 -0.99 -0.43  -0.24
H: 0.15 0.21 -2.20  0.19
H: 2.25 -1.59 -2.09  0.23
H: 2.56 0.08 -1.70  0.19
H: 3.33 -1.02 0.38  0.20
H: 1.84 -2.77 1.48  0.20
H: -0.66 -2.73 0.87  0.23
H: -1.43 -0.76 -0.48  0.22
C: -0.06 -3.36 -2.99  -0.24
C: 1.04 -3.72 -3.86  0.32
O: 2.03 -2.98 -4.00  -0.69
C: 0.84 -5.02 -4.47  0.00
C: -0.49 -5.62 -4.33  0.00
C: -0.60 -7.06 -4.75  -0.22
C: 0.45 -7.67 -5.38  -0.30
C: 1.66 -6.98 -5.65  -0.19
C: 1.84 -5.67 -5.20  -0.33
N: -0.76 -4.31 -2.34  0.34
O: -1.31 -4.17 -1.24  -0.52
O: -0.95 -5.55 -2.94  -0.39
H: -0.13 -2.34 -2.62  0.24
H: -1.20 -5.03 -4.94  0.19
H: -1.52 -7.58 -4.50  0.20
H: 0.36 -8.71 -5.70  0.19
H: 2.46 -7.48 -6.19  0.18
H: 2.77 -5.13 -5.38  0.22

Computed properties:
Expectation value of S² = 6.171
Total charge = -2
E_LUMO (alpha / beta) = 0.185 / 0.156 Eh
ΔE to the lowest compared entry with this formula, charge and spin = 0.0 kcal/mol
Multiplicity = 5
HOMO-LUMO gap (alpha / beta) = 3.5 / 5.1 eV
HOMO energy (alpha / beta) = 1.49 / -0.87 eV

***

(7)
One molecule with the formula H3N3O2 in a non-equilibrium geometry, computed with ωB97M-V with the def2-TZVPD basis set.

Last column: natural (NBO) charge in e.
Element x y z (Å)
N: 0.24 1.47 0.30  -0.63
N: 0.19 0.08 0.31  0.41
O: 1.16 -0.53 0.77  -0.44
N: -0.88 -0.30 -0.23  -0.04
O: -1.11 -1.96 -0.09  -0.57
H: -0.47 1.70 -0.44  0.40
H: 1.29 1.75 0.18  0.41
H: -0.42 -2.22 -0.80  0.47

Computed properties:
E_LUMO = 0.017 Eh
ΔE to the lowest compared entry with this formula, charge and spin = 39.9 kcal/mol
HOMO-LUMO gap = 11.0 eV
Structure (SMILES) = N/[N+]([O-])=N/O
HOMO energy = -10.59 eV

***

(8)
A 2-piece molecular cluster, C3H10NO2 overall in a non-equilibrium geometry, computed with ωB97M-V with the def2-TZVPD basis set.

Last column: natural (NBO) charge in e.
Element x y z (Å)
C: 0.46 0.67 -1.31  -0.38
C: 0.59 -1.30 1.51  -0.26
C: -0.66 -0.25 -1.12  0.11
N: 0.27 1.95 -0.99  -0.32
O: -0.58 -0.56 2.04  -0.74
O: -1.62 -0.10 -0.28  -0.63
H: 1.21 0.03 -0.72  0.26
H: 0.79 0.55 -2.29  0.29
H: 1.09 -0.47 0.92  0.16
H: 1.24 -1.52 2.39  0.24
H: -1.04 -0.82 -2.01  0.21
H: -0.19 2.52 -1.65  0.41
H: 0.93 2.42 -0.46  0.41
H: 0.02 -1.91 0.85  0.22
H: -1.32 -1.05 2.39  0.51
H: -1.18 -0.16 0.73  0.50

Computed properties:
Expectation value of S² = 2.007
Total charge = +1
E_LUMO (alpha / beta) = -0.120 / -0.318 Eh
ΔE to the lowest compared entry with this formula, charge and spin = 20.8 kcal/mol
Multiplicity = 3
HOMO-LUMO gap (alpha / beta) = 8.5 / 6.4 eV
HOMO energy (alpha / beta) = -11.80 / -15.02 eV

***

(9)
One molecule with the formula C4H4F3N2P in a non-equilibrium geometry, computed with ωB97M-V with the def2-TZVPD basis set.

Last column: natural (NBO) charge in e.
Element x y z (Å)
C: 0.44 0.04 0.12  -0.36
C: 1.61 0.67 -0.19  0.06
C: -0.98 0.28 0.04  0.00
C: -1.78 -0.99 -0.03  0.96
N: -1.65 1.40 -0.07  -0.74
N: 2.79 0.09 0.08  -0.79
F: -3.14 -0.72 -0.11  -0.35
F: -1.46 -1.64 -1.20  -0.33
F: -1.67 -1.86 0.94  -0.30
P: -2.96 2.18 -0.14  0.69
H: 0.84 -0.94 0.69  0.18
H: 2.70 -0.74 0.52  0.38
H: 3.74 0.55 -0.07  0.41
H: 1.55 1.68 -0.57  0.20

Computed properties:
E_LUMO = -0.025 Eh
ΔE to the lowest compared entry with this formula, charge and spin = 10.6 kcal/mol
HOMO-LUMO gap = 6.1 eV
HOMO energy = -6.75 eV

***

(10)
C3H7NO as an isolated structure, computed with ωB97M-V with the def2-TZVPD basis set.

Last column: natural (NBO) charge in e.
Element x y z (Å)
C: -1.67 0.39 0.19  -0.64
C: -0.46 -0.43 0.59  -0.16
C: 1.35 -0.15 0.27  0.37
O: 0.69 0.96 0.42  -0.58
N: 2.06 -0.20 -0.88  -0.84
H: -2.57 -0.24 0.30  0.21
H: -1.78 1.27 0.83  0.22
H: -1.61 0.72 -0.85  0.22
H: -0.44 -1.35 -0.01  0.21
H: -0.41 -0.68 1.64  0.22
H: 2.73 -0.94 -1.04  0.39
H: 2.12 0.63 -1.47  0.37

Computed properties:
E_LUMO = 0.032 Eh
ΔE to the lowest compared entry with this formula, charge and spin = 103.8 kcal/mol
HOMO-LUMO gap = 8.6 eV
HOMO energy = -7.77 eV

***

So what do the calculations give for total energy? Going down the list: -998.950543; -2379.571088; -2941.353106; -1102.354580; -3452.828146; -2425.215815; -316.343180; -325.049897; -905.191981; -248.361089 hartree.